[1]
Formula: C4H10NOS
Source: OMol25
Level of theory: ωB97M-V/def2-TZVPD

- energy above the lowest of the compared OMol25 structures with the same formula, charge and spin (kcal/mol) = 116.0
- SMILES string = CC(C)S[N+](C)=O
- LUMO (eV) = -6.0
- M (g mol⁻¹) = 120.20
- E_HOMO (eV) = -15.44

```
! RIJCOSX wB97M-V def2-TZVPD def2/J DEFGRID3
* xyz 1 1
C 0.37071 2.02497 0.76513
O 0.10237 -2.43295 0.26785
H 0.91637 2.29084 1.65840
C 0.56788 0.58909 0.40927
S -0.98467 -0.17020 -0.11590
C -2.20817 -2.68603 -0.23620
H -2.48074 -2.93911 0.78621
H 1.15977 0.78586 -1.70502
N -0.83361 -1.75037 -0.00848
C 1.56659 0.41910 -0.74880
H -2.98194 -2.13749 -0.72673
H 2.42128 1.19914 -0.53830
H 0.69331 2.74835 -0.05019
H -2.05266 -3.59528 -0.86156
H 0.95345 -0.04762 1.27876
H 2.01662 -0.45374 -0.56636
H -0.71456 2.20574 0.80094
*
```

The computed natural (NBO) charges, all in e, follow: C -0.64; O -0.21; H 0.26; C -0.37; S 0.75; C -0.41; H 0.25; H 0.24; N 0.05; C -0.62; H 0.23; H 0.24; H 0.24; H 0.27; H 0.27; H 0.23; H 0.22

=====

[2]
Formula: C21H24BN4O3PdS
Source: OMol25
Level of theory: ωB97M-V/def2-TZVPD

- LUMO (spin up / spin down) (eV) = 2.8 / 2.7
- M (g mol⁻¹) = 529.75
- <S²> = 2.0346
- E_HOMO (spin up / spin down) (eV) = -2.04 / -4.26

```
! RIJCOSX wB97M-V def2-TZVPD def2/J DEFGRID3
* xyz -1 3
C 2.09690 3.14491 1.39841
C -0.90868 -6.46511 0.18624
C 3.61565 -0.79564 -3.10954
N -1.85421 0.95702 -2.24864
H 3.41355 -3.79503 -3.64996
C -2.55390 -0.11276 -2.06433
H -1.94756 -4.63578 0.61131
C 1.49711 -6.36220 0.24144
H 2.21575 -1.92168 -5.34102
H 2.76125 5.65685 -0.79525
C -0.98880 -5.13004 0.52335
H -0.19454 -2.66246 -3.26704
S -2.45932 -1.28146 -0.76926
H 0.39992 -4.17305 -2.58156
H -0.46277 2.80666 -2.39667
H 0.37850 -8.14873 -0.22536
H -1.82222 -7.02479 0.02303
O 1.54356 -2.29289 -1.29234
Pd -0.31349 -0.30608 0.01931
C 2.65944 4.28467 0.88821
H 3.89591 -3.18419 -2.05229
H 2.76081 -4.53495 -2.17524
H -3.78370 0.46760 -3.55541
H 2.35054 -4.44605 0.70506
H 3.38074 4.83319 1.48463
N -0.88783 1.20355 -1.27170
C 1.14034 2.36807 0.66853
H 0.85649 -3.72249 -4.24117
C 2.31670 4.75584 -0.39295
H 0.66982 -1.20249 -4.83434
C -0.21646 2.27370 -1.47863
B 1.03777 -1.00144 -1.31924
C 0.66234 -3.33931 -3.23635
O 0.64345 1.32018 1.20431
H 2.35836 2.78032 2.38503
C 0.19356 -4.37737 0.72912
C 1.44611 -5.02517 0.57525
H 2.46243 -6.84188 0.12148
C 0.78979 2.86489 -0.63031
N -3.51609 -0.35763 -3.04142
H 4.29822 -1.36601 -3.74370
C 1.88613 -2.64413 -2.64959
H 3.67908 0.25910 -3.38070
H -4.28113 -0.93035 -2.72568
C 0.32763 -7.10131 0.04282
C 0.13782 -3.01922 1.03900
N 0.14504 -1.86745 1.27733
H 3.92836 -0.89538 -2.06874
C 3.06820 -3.59197 -2.63170
H 2.06923 -0.16631 -5.13560
C 2.17454 -1.25167 -3.28814
H 1.09821 4.38951 -2.10185
C 1.39227 4.04209 -1.11535
C 1.75294 -1.13353 -4.73971
O 1.35127 -0.36289 -2.50222
*
```

The computed natural (NBO) charges, all in e, follow: C -0.31; C -0.22; C -0.63; N -0.44; H 0.20; C 0.27; H 0.22; C -0.17; H 0.20; H 0.20; C -0.19; H 0.23; S -0.38; H 0.23; H 0.18; H 0.20; H 0.20; O -0.79; Pd 0.82; C -0.19; H 0.22; H 0.22; H 0.38; H 0.22; H 0.19; N -0.32; C 0.41; H 0.20; C -0.33; H 0.23; C 0.13; B 0.89; C -0.64; O -0.74; H 0.21; C -0.20; C -0.21; H 0.19; C -0.19; N -0.82; H 0.20; C 0.24; H 0.22; H 0.38; C -0.29; C 0.35; N -0.47; H 0.22; C -0.63; H 0.21; C 0.24; H 0.19; C -0.16; C -0.63; O -0.77

=====

[3]
Formula: C3H3NS
Source: OMol25
Level of theory: ωB97M-V/def2-TZVPD

- energy above the lowest of the compared OMol25 structures with the same formula, charge and spin (kcal/mol) = 43.6
- SMILES string = S=C1C=NC1
- LUMO (spin up / spin down) (eV) = -1.2 / -1.2
- M (g mol⁻¹) = 85.13
- E_HOMO (spin up / spin down) (eV) = -9.16 / -9.16

```
! RIJCOSX wB97M-V def2-TZVPD def2/J DEFGRID3
* xyz 0 1
H -0.67748 -1.41863 0.37938
H 1.45030 1.39220 1.15628
C -0.82249 -0.47351 -0.02517
S 1.16406 -0.30007 -2.02280
N -0.58795 0.43258 1.14361
H -1.65012 -0.52560 -0.65588
C 0.63130 0.88001 0.61643
C 0.49238 0.01302 -0.59185
*
```

The computed natural (NBO) charges, all in e, follow: H 0.21; H 0.22; C -0.33; S 0.11; N -0.26; H 0.22; C -0.02; C -0.15

=====

[4]
Formula: C3H6F3NOSi
Source: OMol25
Level of theory: ωB97M-V/def2-TZVPD

- energy above the lowest of the compared OMol25 structures with the same formula, charge and spin (kcal/mol) = 61.0
- LUMO (eV) = -0.2
- M (g mol⁻¹) = 157.17
- E_HOMO (eV) = -10.48

```
! RIJCOSX wB97M-V def2-TZVPD def2/J DEFGRID3
* xyz 0 1
H -2.22642 1.10453 0.08636
H 0.96147 -1.59684 2.49787
C 0.04095 -0.12445 -0.38702
Si -1.75689 0.34045 -1.07657
O -0.86049 -2.06336 0.45001
H -2.36980 -0.87615 -1.61095
F 0.73911 2.12435 -0.97689
C 0.93361 1.05299 -0.11698
F 2.29776 0.87062 -0.12819
H -1.48366 1.42887 -1.92592
C -0.00052 -1.23278 0.62894
H 1.68368 -0.48434 1.57171
H 0.49150 -0.94958 -1.79489
F 0.63023 1.51071 1.15435
N 0.91948 -1.10503 1.62818
*
```

The computed natural (NBO) charges, all in e, follow: H -0.16; H 0.41; C -0.66; Si 0.91; O -0.60; H -0.11; F -0.33; C 0.93; F -0.34; H -0.16; C 0.63; H 0.40; H 0.23; F -0.34; N -0.81